A.
# C2H3O2P

A structure of composition C2H3O2P (wB97M-V/def2-TZVPD, OMol25).

The charge is 0. The frontier orbital gap is 10.167 eV. The HOMO energy comes out at -10.009 eV.

Last column: Löwdin charge in e.
Element x y z (Å)
C (-1.1844, 1.2826, 1.8839)  0.080
C (-0.5315, 0.5410, 1.1454)  -0.213
O (0.4735, -1.3194, -0.8641)  -0.123
O (2.0770, -0.1394, 0.5357)  -0.315
P (0.7065, -0.1392, 0.1588)  0.400
H (-1.6151, 1.8371, 2.7860)  0.080
H (1.4375, -1.4192, -0.7381)  0.057
H (0.9701, 1.0484, -0.3906)  0.035



B.
# C2H3O2P

The molecule C2H3O2P (wB97M-V/def2-TZVPD, OMol25).

The SMILES is O=CCP=O. The charge is 0. The frontier orbital gap is 8.203 eV. The HOMO energy comes out at -9.492 eV.

Last column: Löwdin charge in e.
Element x y z (Å)
O (0.7654, 1.9014, -0.3402)  0.024
C (-0.0429, 1.0133, -0.4727)  -0.326
C (0.2807, -0.4320, -1.3451)  -0.347
P (0.3170, -1.6000, 0.0553)  0.919
O (0.0557, -0.5226, 1.1568)  -0.507
H (-1.1312, 1.2331, -0.4674)  0.114
H (1.2942, -0.3210, -1.7611)  0.066
H (-0.5699, -0.7075, -1.9861)  0.056



Stability ranking, top entry: B; the second entry is 1.324 eV less favorable.



A.
# C3H6ClN

The molecule C3H6ClN (wB97M-V/def2-TZVPD, OMol25).

The SMILES is N[C@@H]1C[C@@H]1Cl. The charge is 0. The frontier orbital gap is 10.546 eV. The HOMO energy comes out at -9.604 eV.

Last column: Löwdin charge in e.
Element x y z (Å)
N (1.3840, -0.0965, 0.8458)  -0.074
C (0.3401, 0.7576, 0.0204)  -0.406
C (-0.9706, 0.3568, 0.3412)  -0.207
C (-0.4148, -0.0802, -0.9309)  -0.638
Cl (-0.0008, -1.8150, -1.2514)  0.574
H (1.6065, -0.8451, -0.1559)  0.094
H (0.7148, -0.8529, 1.5706)  0.149
H (0.5516, 1.6752, -0.4352)  0.115
H (-0.5720, -0.4201, 1.1320)  0.091
H (-1.8982, 0.9109, 0.8330)  0.156
H (-0.7404, 0.4093, -1.9697)  0.146



B.
# C3H6ClN

A cluster of 2 separate species, C3H6ClN in total (wB97M-V/def2-TZVPD, OMol25).

The SMILES is ClC1=CC1.N. The charge is 0. The frontier orbital gap is 10.099 eV. The HOMO energy comes out at -9.155 eV.

Last column: Löwdin charge in e.
Element x y z (Å)
Cl (-2.7496, -1.0661, -0.2366)  0.677
C (-1.8012, 0.2267, 0.2822)  -0.745
C (-1.0552, 0.8785, 1.1089)  -0.049
C (-1.1361, 1.4936, -0.3124)  -0.143
H (-0.7290, 1.1283, 2.0295)  0.052
H (-1.6850, 2.4456, -0.5685)  0.079
H (-0.2733, 1.3007, -1.0783)  0.093
N (1.4148, -1.5560, 0.2974)  0.006
H (1.7537, -0.8816, 1.0435)  0.040
H (1.9142, -1.3580, -0.5955)  0.026
H (1.6725, -2.4474, 0.5894)  -0.038



Stability ranking, top entry: B; the second entry is 1.539 eV less favorable.



A.
# C2H9N2PS

The molecule C2H9N2PS (wB97M-V/def2-TZVPD, OMol25).

The SMILES is CP(C)(=S)NN. The charge is 0. The frontier orbital gap is 8.360 eV. The HOMO energy comes out at -7.699 eV.

Last column: Löwdin charge in e.
Element x y z (Å)
C (0.2083, -0.2634, 1.6757)  -0.245
P (0.5497, -0.1891, -0.1029)  0.440
C (0.1767, -1.8078, -0.8679)  -0.231
S (2.6668, 0.6426, -0.5625)  -0.160
N (-0.6528, 0.7784, -0.6890)  -0.307
N (-0.8061, 2.0702, -0.1102)  -0.013
H (0.9812, -0.5622, 2.4012)  0.059
H (-0.0263, 0.7845, 1.7953)  0.009
H (-0.7914, -0.8376, 1.7980)  0.080
H (1.0449, -2.4378, -1.1879)  0.060
H (-0.3857, -2.3584, -0.0610)  0.053
H (-0.4284, -1.5920, -1.7752)  0.045
H (-0.7690, 0.7383, -1.6665)  0.073
H (-0.0439, 2.6577, -0.4735)  0.085
H (-1.7239, 2.3765, -0.1733)  0.052



B.
# C2H9N2PS

A cluster of 2 separate species, C2H9N2PS in total (wB97M-V/def2-TZVPD, OMol25).

The SMILES is [H]/N=N\[H].CP(C)S. The charge is 0. The frontier orbital gap is 9.422 eV. The HOMO energy comes out at -8.767 eV.

Last column: Löwdin charge in e.
Element x y z (Å)
H (2.9796, 1.2906, -0.3758)  0.083
N (2.7929, 0.5273, -1.1197)  -0.049
N (2.3529, -0.5226, -0.7859)  -0.076
H (2.1177, -0.5410, 0.2613)  -0.014
C (-1.9376, 0.4304, 1.3057)  -0.401
P (-0.2816, 0.0979, 0.5950)  0.466
C (-0.5348, 0.1625, -1.2716)  -0.338
S (-0.3231, -1.9574, 1.0778)  0.338
H (-2.6358, -0.2779, 0.8251)  0.029
H (-1.8937, 0.5503, 2.3640)  0.011
H (-2.0872, 1.4897, 0.7609)  0.078
H (0.0848, -0.5323, -1.7495)  -0.014
H (-1.5308, 0.1580, -1.6894)  0.031
H (-0.1892, 1.2002, -1.4088)  0.022
H (1.0859, -2.0757, 1.2110)  -0.168



Stability ranking, top entry: A; the second entry is 1.348 eV less favorable.



A.
# C8H11N3O

The molecule C8H11N3O (wB97M-V/def2-TZVPD, OMol25).

The charge is 0. The frontier orbital gap (alpha / beta) is 7.686 / 6.200 eV. The HOMO energy (alpha / beta) comes out at -7.990 / -7.159 eV.

Last column: Löwdin charge in e.
Element x y z (Å)
C (-2.8073, -1.2922, -0.1114)  -0.295
C (-0.0192, -0.1938, 1.8670)  -0.087
C (-1.1055, -0.9198, 1.6152)  -0.098
C (-0.1863, 1.1108, -0.3233)  -0.342
C (0.2381, 1.0776, 1.1328)  -0.140
C (-2.1732, -0.4199, 0.7378)  -0.091
C (-0.2572, -0.1098, -1.0616)  -0.316
C (1.9177, -0.9329, -0.6500)  -0.029
N (-3.2624, -1.8188, -1.0522)  0.135
N (-0.6972, 2.2750, -0.6879)  0.142
N (-1.0453, -0.1417, -2.2274)  0.195
O (0.5131, -1.1854, -0.8049)  -0.046
H (0.7373, -0.5570, 2.5026)  0.092
H (-1.3995, -1.7243, 2.1000)  0.062
H (-0.4014, 1.8401, 1.5658)  0.118
H (1.1879, 1.5516, 1.1903)  0.107
H (-2.7768, 0.5102, 0.7527)  0.141
H (2.3062, -0.1111, -1.2460)  0.111
H (2.3120, -1.6470, -1.2882)  0.068
H (2.3023, -1.0423, 0.3613)  0.103
H (-0.9758, 2.1859, -1.6315)  0.007
H (-1.1564, -1.0523, -2.5777)  0.089
H (-1.6565, 0.6099, -2.3034)  0.073



B.
# C8H11N3O

A structure of composition C8H11N3O (wB97M-V/def2-TZVPD, OMol25).

The charge is 0. The frontier orbital gap (alpha / beta) is 8.073 / 8.072 eV. The HOMO energy (alpha / beta) comes out at -8.034 / -8.034 eV.

Last column: Löwdin charge in e.
Element x y z (Å)
C (3.0092, -0.9021, -0.1956)  -0.098
C (2.7965, 0.3567, -0.7323)  -0.094
C (2.0385, -1.4679, 0.6164)  -0.089
C (1.6220, 1.0355, -0.4835)  -0.028
C (0.8699, -0.7905, 0.8931)  -0.042
C (0.6300, 0.4767, 0.3387)  -0.308
C (-2.7230, -1.9279, -0.4432)  -0.061
C (-0.7802, 2.4464, 0.1966)  -0.129
N (-1.7370, -0.9465, -0.0692)  0.018
N (-0.4885, 1.1546, 0.7239)  0.015
N (-2.0565, 0.1710, 0.2366)  -0.215
O (-3.0421, 0.8446, 0.3388)  0.034
H (3.9263, -1.4338, -0.3980)  0.098
H (3.5559, 0.8161, -1.3504)  0.102
H (2.2046, -2.4426, 1.0536)  0.101
H (1.4888, 2.0221, -0.9018)  0.097
H (0.1285, -1.2260, 1.5446)  0.101
H (-2.6747, -2.7435, 0.2786)  0.083
H (-2.4424, -2.3191, -1.4205)  0.083
H (-3.7344, -1.5150, -0.4742)  0.077
H (-0.6715, 2.5189, -0.8903)  0.085
H (-1.8030, 2.6936, 0.4751)  0.072
H (-0.1168, 3.1786, 0.6630)  0.100



Stability ranking, top entry: B; the second entry is 0.601 eV less favorable.



A.
# C4H6NS

A cluster of 2 separate species, C4H6NS in total (wB97M-V/def2-TZVPD, OMol25).

The charge is +1. The frontier orbital gap (alpha / beta) is 4.849 / 8.133 eV. The HOMO energy (alpha / beta) comes out at -13.188 / -14.068 eV.

Last column: Löwdin charge in e.
Element x y z (Å)
C (1.7950, 0.0479, 0.1927)  -0.390
C (2.4223, -1.2186, 0.4555)  -0.309
C (-1.3124, 0.1254, -0.5838)  -0.166
C (-2.3683, 1.1216, 0.0380)  -0.099
N (-1.7232, 0.0733, 0.6803)  0.120
S (3.2505, 0.2477, -0.3286)  1.121
H (2.7900, -1.4864, 1.5200)  0.126
H (2.3581, -2.1556, -0.1655)  0.110
H (-1.4655, -0.6664, -1.2976)  0.124
H (-0.2694, 0.5996, -0.7619)  0.108
H (-2.0569, 2.1240, 0.4593)  0.141
H (-3.4203, 1.1874, -0.2083)  0.114



B.
# C4H6NS

A structure of composition C4H6NS (wB97M-V/def2-TZVPD, OMol25).

The charge is +1. The frontier orbital gap is 8.517 eV. The HOMO energy comes out at -14.957 eV.

Last column: Löwdin charge in e.
Element x y z (Å)
C (1.4598, 0.3944, -0.2723)  -0.067
C (1.0786, -1.0476, -0.1600)  -0.096
C (-2.2117, 0.9496, -0.1358)  -0.165
C (-0.0944, -0.4202, 0.6382)  -0.529
N (0.4588, 0.9052, 0.3463)  0.046
S (-1.7749, -0.6009, -0.0407)  1.181
H (2.2995, 0.9117, -0.6976)  0.131
H (0.8171, -1.5494, -1.0894)  0.118
H (1.7577, -1.6748, 0.4151)  0.126
H (-1.5450, 1.7516, 0.1606)  0.059
H (-3.1932, 1.1933, -0.5204)  0.065
H (-0.1327, -0.6684, 1.7021)  0.132



Stability ranking, top entry: B; the second entry is 6.201 eV less favorable.